[1]
C29H54AuP2Si | ωB97M-V with the def2-TZVPD basis set

Computed properties:
Net charge ... +1
HOMO-LUMO gap (spin up / spin down) ... 6.14 / 5.80 eV
HOMO (spin up / spin down) ... -8.93 / -9.22 eV
Max |F| ... 3.84 eV Å⁻¹
Spin multiplicity ... 3
Energy ... -2244.8927 Eh

XYZ file:
```
87
Properties=species:S:1:pos:R:3:mulliken_spin:R:1
Au 0.26526 -0.74289 -1.12426 0.019
C -2.99812 1.95080 -0.42705 0.115
C -3.68573 1.16111 -1.38415 0.214
C -3.04165 -0.22181 0.33512 0.151
C -2.59884 1.09219 0.63166 0.097
C -3.71739 -0.18157 -0.90924 0.273
C -2.77887 3.41260 -0.49562 -0.015
H -2.61119 3.74354 -1.52864 0.006
H -1.91393 3.71103 0.10874 0.001
H -3.65360 3.96046 -0.11056 0.030
C -1.82544 1.42729 1.83793 0.020
H -1.54969 2.49110 1.88402 0.003
H -0.90157 0.81747 1.85183 0.033
H -2.38472 1.17692 2.75663 0.004
C -2.80773 -1.38854 1.20307 0.013
H -3.24627 -1.24370 2.20253 0.021
H -1.72674 -1.54756 1.34492 0.031
H -3.23522 -2.29988 0.77123 -0.005
C -4.31826 -1.34543 -1.58855 0.001
H -5.10890 -1.03247 -2.27857 0.008
H -4.74811 -2.03506 -0.85306 0.004
H -3.57744 -1.91460 -2.16845 0.015
C -4.28142 1.67124 -2.63483 0.008
H -5.13245 2.33619 -2.41882 0.001
H -4.64930 0.85182 -3.26362 0.000
H -3.55594 2.25931 -3.21892 0.000
C 1.76705 0.49529 -1.99786 0.044
C 0.47814 1.12284 -2.13323 0.002
C -0.25361 1.21590 -3.44769 0.004
C -1.12908 -0.01146 -3.79526 0.006
C -0.82160 -1.21980 -2.93995 0.094
C 0.46561 -1.81863 -3.02962 -0.003
C 1.56111 -1.23243 -3.88278 0.003
C 2.46186 -0.21604 -3.13171 0.016
H 0.43896 1.41796 -4.28062 0.000
H -0.99619 -0.26331 -4.86610 0.007
H -0.91967 2.09234 -3.38718 -0.007
H 2.90185 0.49335 -3.84932 0.001
H 2.43088 0.92793 -1.24059 -0.004
H 0.25603 1.92253 -1.42292 0.005
H 3.30524 -0.78717 -2.70802 -0.002
H 2.21040 -2.06346 -4.19035 0.001
H 0.51622 -2.88880 -2.84478 -0.004
H 1.17391 -0.78254 -4.80938 0.001
H -2.19254 0.25269 -3.65825 0.001
H -1.67424 -1.85254 -2.67126 -0.024
P 2.59937 3.57591 -0.09932 0.001
C 1.29244 3.54355 1.20063 -0.002
H 1.69138 3.83799 2.18604 0.000
H 0.85962 2.53359 1.25888 0.004
H 0.49514 4.24028 0.91638 0.000
C 3.89584 2.58530 0.75217 0.000
H 4.45102 3.20020 1.47085 0.000
H 4.58118 2.21978 -0.02115 0.000
H 3.44650 1.71997 1.25254 0.000
C 3.29096 5.27308 0.17852 0.000
H 3.76654 5.58292 -0.76354 0.000
H 4.04215 5.26754 0.98390 0.000
H 2.47539 5.97868 0.40233 0.000
P 1.33922 -3.62817 0.56941 0.069
C -0.02038 -4.46864 -0.24558 0.010
H 0.30277 -5.46433 -0.56923 0.000
H -0.32577 -3.88468 -1.11867 -0.005
H -0.86116 -4.54125 0.45352 -0.002
C 2.76862 -3.71551 -0.51705 0.019
H 2.60640 -3.06744 -1.39128 -0.006
H 2.90644 -4.76074 -0.83887 0.000
H 3.65357 -3.37955 0.03986 -0.001
C 1.71389 -4.35134 2.14299 0.027
H 1.09959 -5.24842 2.28287 0.003
H 1.50692 -3.64065 2.95469 -0.006
H 2.77484 -4.62553 2.16609 0.001
C 2.32222 -1.41290 4.29858 0.036
Si 0.71715 -0.69742 3.62354 -0.058
C -0.83539 -1.31967 4.49928 0.014
C 0.80753 1.15620 3.89541 0.024
C 0.61980 -1.16310 1.80179 0.571
C 0.79538 -1.90380 0.76384 0.115
H 2.65281 -0.83767 5.17726 0.005
H 3.09860 -1.32793 3.52042 0.000
H 2.23520 -2.46884 4.58674 -0.002
H -0.62094 -1.59636 5.54399 0.000
H -1.62546 -0.55159 4.51205 0.001
H -1.23173 -2.20547 3.98331 -0.002
H 1.60217 1.60427 3.28184 -0.004
H -0.13370 1.67415 3.67443 0.000
H 1.04682 1.35336 4.95411 -0.002
```

[2]
C29H54BrN5O7S | ωB97M-V with the def2-TZVPD basis set

Computed properties:
Net charge ... 0
HOMO-LUMO gap ... 8.12 eV
HOMO ... -8.68 eV
Max |F| ... 0.98 eV Å⁻¹
Spin multiplicity ... 1
Energy ... -4909.9662 Eh

XYZ file:
```
97
Properties=species:S:1:pos:R:3:mulliken_charge:R:1
C 1.55841 1.60373 4.71842 -0.705
C 2.18721 2.72359 3.94545 0.767
O 3.27760 3.12132 4.21650 -0.555
O 1.47701 3.33008 2.96434 -0.344
C 0.77227 2.47430 2.06566 -0.437
C 1.61870 2.09538 0.87240 -0.664
C 2.79703 1.15606 1.19429 -0.336
C 2.91870 -0.01774 0.22761 -1.605
C 1.92625 -1.16586 0.45386 0.409
C 1.58725 -1.44400 1.92634 -1.226
C 1.29084 -2.87330 2.25561 0.374
C 2.25292 -3.82296 2.50263 0.203
Br 4.07510 -3.29750 2.26362 -0.168
C 1.96614 -5.18025 2.85976 1.169
C 3.02873 -6.20680 3.16716 -2.006
C 3.83459 -5.90786 4.41542 0.764
O 2.93523 -5.58322 5.46790 -0.580
C 4.71572 -7.07871 4.81461 -0.852
N 5.73129 -6.58899 5.76434 -0.562
C 0.66444 -5.54782 2.94377 -1.136
C -0.37959 -4.62507 2.71447 0.199
N -1.69023 -4.84159 2.81166 -0.713
S -2.39551 -3.45467 2.48662 0.112
N -1.12904 -2.50881 2.19013 -0.483
C -0.05848 -3.30130 2.37088 0.621
H 1.95265 1.57428 5.72212 0.366
H 1.84118 0.66603 4.23968 -0.005
H 0.47327 1.63870 4.70751 0.346
H -0.08315 3.04091 1.70565 0.290
H 0.36290 1.58746 2.54966 0.181
H 0.98417 1.68758 0.08793 0.408
H 2.01455 3.02696 0.47197 0.356
H 2.74538 0.84040 2.23269 0.074
H 3.71251 1.73610 1.11952 0.535
H 3.94861 -0.36660 0.24302 0.383
H 2.75516 0.36910 -0.77733 0.412
H 1.04456 -0.96899 -0.14929 -0.213
H 2.37180 -2.05776 0.01893 0.725
H 2.45830 -1.16327 2.50506 0.750
H 0.75476 -0.82154 2.24142 0.258
H 3.66747 -6.41771 2.31291 0.465
H 2.49184 -7.12640 3.39346 0.318
H 4.49433 -5.05804 4.26838 0.119
H 3.35394 -5.84841 6.29356 0.372
H 4.14551 -7.85962 5.31071 0.400
H 5.18606 -7.48677 3.91291 0.357
H 6.30452 -5.90429 5.28893 0.223
H 6.33098 -7.34469 6.06585 0.234
H 0.41033 -6.55858 3.22396 0.371
C -4.06242 0.37987 -1.46935 -0.529
O -4.27930 -0.80550 -2.22103 -0.379
C -4.38902 -0.59690 -3.62186 -0.490
C -3.20197 -1.19617 -4.34202 -0.385
N -1.99679 -0.42792 -4.05376 -0.027
C -0.75592 -1.04021 -4.51879 -0.875
C -0.32375 -2.34006 -3.85023 -0.489
O 0.01457 -2.18240 -2.48655 -0.388
C -1.05883 -2.30383 -1.56864 -0.179
H -4.10608 0.10432 -0.41590 0.310
H -3.08181 0.81619 -1.67761 0.149
H -4.83446 1.12394 -1.66872 0.348
H -4.48517 0.46523 -3.85915 0.015
H -5.30335 -1.09830 -3.95449 0.414
H -3.38465 -1.17975 -5.42062 0.426
H -3.11730 -2.24556 -4.02767 0.257
H -1.93051 -0.29307 -3.05300 -0.139
H 0.04068 -0.30889 -4.35895 0.325
H -0.82523 -1.20114 -5.59920 0.474
H 0.58837 -2.67691 -4.35114 0.370
H -1.05895 -3.14403 -3.97511 0.382
H -1.80918 -3.00769 -1.93673 0.376
H -1.51526 -1.33126 -1.36147 0.222
H -0.64959 -2.67002 -0.62635 -0.156
C -0.95234 7.44793 -0.90085 -0.705
O -1.89104 7.57311 -1.95253 -0.352
C -1.32099 7.46210 -3.25240 -0.773
C -1.83729 6.22564 -3.95475 -0.206
N -1.31852 5.01602 -3.32926 -0.270
C -1.92752 3.77913 -3.81245 -0.791
C -3.40431 3.55231 -3.51166 -0.131
O -3.69062 3.37953 -2.13396 -0.331
C -3.94404 4.57369 -1.41290 -0.695
H -1.48046 7.63401 0.03284 0.243
H -0.51633 6.44372 -0.86373 0.279
H -0.14978 8.18484 -0.99874 0.356
H -0.22876 7.45553 -3.20515 0.401
H -1.62774 8.34542 -3.82038 0.397
H -1.52032 6.25018 -5.00128 0.353
H -2.93529 6.26625 -3.93152 0.211
H -1.46502 5.07934 -2.33014 0.070
H -1.37060 2.95034 -3.36816 0.353
H -1.77659 3.71450 -4.89400 0.401
H -3.68567 2.61402 -3.99674 -0.028
H -4.04799 4.32818 -3.94232 0.411
H -4.40738 5.33875 -2.03993 0.327
H -3.03075 4.97398 -0.96427 0.180
H -4.62895 4.32870 -0.60001 0.301
```

[3]
C29H54ClPSc | ωB97M-V with the def2-TZVPD basis set

Computed properties:
Net charge ... -1
HOMO-LUMO gap (spin up / spin down) ... 2.45 / 3.48 eV
HOMO (spin up / spin down) ... -0.33 / -1.37 eV
Max |F| ... 3.42 eV Å⁻¹
Spin multiplicity ... 1
Relative energy (zero: lowest compared OMol25 entry of this formula, charge and spin) ... 0.0 kcal per mole
Energy ... -2699.5016 Eh

XYZ file:
```
86
Properties=species:S:1:pos:R:3:mulliken_charge:R:1
Sc 2.94292 0.96711 2.51322 -0.700
Cl 1.87264 -0.67034 3.78389 -0.354
P -0.34865 -0.21143 -0.42667 0.527
C -1.33919 -1.06706 0.91483 -0.723
H -0.84528 -0.72339 1.85125 -0.061
H -2.31492 -0.55804 0.87008 0.429
C 1.49028 0.15323 -0.36633 3.138
C -1.06860 1.51765 -0.43594 0.927
C 2.02007 0.38080 -1.80068 -0.928
H 1.52096 1.12953 0.16767 -0.254
C 3.45736 0.89039 -1.78207 -1.178
H 1.97163 -0.56725 -2.35573 0.053
H 1.40145 1.09601 -2.36472 0.070
C 4.39803 -0.07750 -1.06969 -1.148
H 3.77900 1.06346 -2.81356 0.404
H 3.49429 1.87293 -1.27977 0.359
C 3.86004 -0.30316 0.37115 0.213
H 4.46623 -1.03282 -1.61764 0.329
H 5.40949 0.34459 -1.02956 0.532
C 2.41171 -0.81127 0.38734 -1.771
H 4.50085 -1.02245 0.88972 0.531
H 3.99764 0.73489 0.84010 -0.073
H 2.35598 -1.79605 -0.11332 0.658
H 2.03855 -1.00872 1.41863 -0.088
C -0.84226 -1.13836 -1.93866 -0.363
C -2.58980 1.54506 -0.69436 -0.720
H -0.88588 1.83733 0.60529 -0.465
C -3.16983 2.96242 -0.55707 -0.920
H -2.80157 1.17193 -1.71007 0.115
H -3.12573 0.88438 -0.00045 0.379
C -2.45761 3.98599 -1.44725 -0.739
H -4.23948 2.94053 -0.79782 0.458
H -3.08812 3.27966 0.49157 0.311
C -0.93734 3.94041 -1.27666 -0.892
H -2.70781 3.79210 -2.49768 0.320
H -2.81871 4.99594 -1.22030 0.398
C -0.35545 2.52064 -1.35477 -0.148
H -0.45501 4.55829 -2.04629 0.428
H -0.66102 4.38814 -0.31163 0.234
H -0.42770 2.17993 -2.40073 0.218
H 0.71516 2.59582 -1.12268 -0.325
C 0.02639 -2.39013 -2.13323 -0.015
H -1.86785 -1.46941 -1.68728 0.954
C -0.67150 -3.34353 -3.09975 -0.911
H 1.00416 -2.10722 -2.54701 0.311
H 0.20219 -2.90072 -1.17985 -0.671
C -0.92707 -2.67637 -4.45598 -0.768
H -0.05932 -4.24384 -3.22373 0.415
H -1.62633 -3.65579 -2.65416 0.387
C -1.57364 -1.28573 -4.33952 -0.832
H 0.02763 -2.58602 -4.99243 0.310
H -1.56837 -3.32378 -5.06493 0.425
C -0.93093 -0.37990 -3.27547 -0.384
H -1.53945 -0.77778 -5.31042 0.406
H -2.63412 -1.41047 -4.08301 0.382
H 0.07689 -0.08172 -3.60758 0.212
H -1.52199 0.54260 -3.18034 0.068
C -0.22859 -3.29748 1.27463 -0.604
C -1.55042 -2.54337 0.97478 1.501
H 0.57689 -3.21150 0.55801 -0.214
C -2.63339 -2.87691 2.02826 -1.357
H -1.93255 -2.89920 -0.00015 -0.334
C -2.04663 -2.91391 3.44296 -0.535
H -3.44167 -2.12978 1.98508 0.411
H -3.07468 -3.85386 1.78697 0.458
C -1.04416 -4.05755 3.57961 -0.759
H -1.54765 -1.96613 3.65938 0.198
H -2.85526 -3.02799 4.17782 0.366
C 0.06357 -4.00527 2.49590 -0.625
H -0.59334 -4.04933 4.57388 0.325
H -1.57241 -5.01203 3.46364 0.318
H 0.95398 -3.52065 2.94544 0.036
H 0.36629 -5.03633 2.23214 0.151
C 1.52681 2.70740 4.14206 -1.357
C 1.01947 2.62379 2.69803 2.055
C -0.14556 3.62173 2.49217 -1.114
C 2.16919 2.80660 1.72250 -1.008
H 2.02673 3.66698 4.32346 0.343
H 2.21379 1.87943 4.45810 0.257
H 0.65954 2.64977 4.81726 0.378
H 0.56285 1.62270 2.57414 -0.613
H 0.23699 4.63836 2.33210 0.305
H -0.77091 3.35111 1.63010 0.110
H -0.79055 3.63825 3.38122 0.384
H 1.86455 3.04548 0.70877 0.170
H 2.94610 3.49812 2.10384 0.282
```